{
  "formula": "C26H54BF4N7O3",
  "method": "ωB97M-V/def2-TZVPD",
  "max_force_ev_per_a": 10.5,
  "total_energy_ha": -2056.17236,
  "mol_weight_g_mol": 599.57,
  "e_lumo_ev": -0.55,
  "orbital_gap_ev": 8.1,
  "symbols": ["C", "C", "C", "N", "C", "C", "C", "C", "C", "H", "H", "H", "H", "H", "H", "H", "H", "H", "H", "H", "H", "H", "H", "H", "H", "H", "H", "B", "F", "F", "F", "F", "C", "C", "N", "H", "H", "H", "C", "C", "N", "H", "H", "H", "C", "C", "N", "H", "H", "H", "C", "C", "N", "H", "H", "H", "C", "C", "N", "H", "H", "H", "C", "C", "N", "H", "H", "H", "C", "C", "O", "H", "H", "H", "H", "H", "H", "C", "C", "O", "H", "H", "H", "H", "H", "H", "C", "C", "O", "H", "H", "H", "H", "H", "H"],
  "positions_angstrom": [[-2.54, 4.01, -4.44], [-1.56, 2.76, -4.16], [-0.12, 3.21, -4.10], [0.79, 2.28, -3.51], [0.75, 0.83, -4.03], [0.64, 2.16, -1.98], [2.02, 1.72, -1.50], [2.92, 2.50, -2.44], [2.23, 2.75, -3.72], [-3.48, 3.70, -4.55], [-2.25, 4.35, -5.43], [-2.22, 4.79, -3.84], [-1.56, 2.05, -4.76], [-1.78, 2.32, -3.08], [-0.20, 4.11, -3.44], [0.21, 3.63, -4.97], [1.64, 0.30, -3.48], [0.78, 0.98, -5.16], [-0.31, 0.33, -3.82], [-0.01, 1.39, -1.65], [0.09, 3.11, -1.49], [2.09, 0.69, -1.38], [2.03, 2.08, -0.47], [3.86, 2.02, -2.55], [3.30, 3.46, -1.94], [2.80, 2.38, -4.50], [2.21, 3.83, -3.98], [-0.09, -0.87, 0.90], [1.31, -1.24, 1.31], [-0.15, -1.11, -0.37], [-0.93, -1.58, 1.72], [-0.22, 0.52, 1.18], [-3.10, 0.90, -0.62], [-3.87, 1.20, 0.59], [-4.50, 1.42, 1.56], [-2.11, 0.44, -0.32], [-3.54, 0.00, -1.04], [-3.28, 1.84, -1.15], [4.42, -1.43, 0.49], [5.07, -1.17, 1.81], [5.66, -0.92, 2.81], [3.89, -0.61, -0.02], [5.40, -1.92, -0.07], [3.47, -1.97, 0.71], [-4.46, -2.89, 1.28], [-5.58, -2.84, 0.26], [-6.38, -2.70, -0.55], [-4.55, -2.53, 2.30], [-4.42, -4.08, 1.50], [-3.69, -2.30, 0.88], [-2.45, -3.33, -2.17], [-2.57, -1.99, -2.68], [-2.70, -0.94, -3.17], [-1.72, -3.27, -1.47], [-3.30, -3.59, -1.51], [-2.07, -4.11, -3.05], [2.88, 1.41, 2.95], [3.82, 1.88, 1.93], [4.51, 2.27, 1.07], [3.27, 1.53, 3.91], [2.03, 2.01, 3.05], [2.69, 0.18, 2.89], [-2.22, -0.35, 4.15], [-2.58, -1.80, 4.45], [-2.89, -2.90, 4.58], [-2.41, 0.18, 5.11], [-1.05, -0.28, 4.03], [-2.80, 0.05, 3.21], [-0.44, 5.34, 2.16], [-0.62, 4.16, 1.18], [-0.76, 3.02, 2.04], [-1.55, 5.55, 2.64], [-0.11, 6.23, 1.58], [0.39, 5.05, 2.93], [0.09, 4.05, 0.53], [-1.34, 4.30, 0.44], [-0.55, 2.16, 1.61], [2.07, -5.50, -0.83], [1.42, -4.20, -0.43], [1.43, -3.29, -1.54], [3.03, -5.27, -1.07], [1.36, -5.86, -1.45], [1.99, -5.93, 0.04], [1.75, -3.78, 0.61], [0.35, -4.48, -0.13], [1.14, -2.39, -1.16], [0.90, -3.75, 5.23], [1.19, -3.37, 3.80], [1.47, -1.99, 3.68], [0.37, -4.67, 5.33], [-0.01, -3.17, 5.67], [1.83, -4.01, 5.90], [0.22, -3.47, 3.07], [2.01, -3.98, 3.41], [1.22, -1.61, 2.65]],
  "lowdin_charge": [-0.006, -0.152, -0.196, -0.245, 0.057, -0.094, -0.150, -0.156, -0.113, 0.036, 0.077, 0.050, 0.002, 0.143, 0.146, 0.108, 0.145, 0.131, 0.126, 0.095, 0.180, 0.087, 0.112, 0.107, 0.157, 0.110, 0.150, -1.320, 0.032, 0.238, 0.166, 0.096, -0.074, -0.275, 0.132, 0.078, 0.046, 0.082, -0.079, -0.298, 0.126, 0.051, 0.149, 0.054, -0.065, -0.287, 0.112, 0.045, 0.145, 0.025, -0.047, -0.267, 0.139, 0.012, 0.082, 0.173, -0.051, -0.277, 0.122, 0.050, 0.049, 0.142, -0.066, -0.286, 0.115, 0.074, 0.105, 0.086, -0.076, -0.339, -0.088, 0.133, 0.057, 0.102, 0.014, 0.080, 0.047, -0.046, -0.324, -0.112, 0.060, 0.056, 0.022, 0.123, 0.122, 0.082, -0.122, -0.376, -0.196, 0.034, 0.089, 0.109, 0.144, 0.090, 0.073]
}